The following is a quantum chemistry calculation of a molecular structure, C14H21IInN4O2SSe2 at a distorted geometry, from OMol25.

Computed properties:
Gap between HOMO and LUMO = 6.95 eV
Total charge = +1

Last column: natural (NBO) charge in e.
Cartesian coordinates (Å):
In -0.207 0.532 0.606  0.98
O 1.789 -2.259 3.585  -0.73
C 2.357 -1.703 2.432  -0.06
C 2.680 -0.229 2.721  -0.16
C 3.867 -0.211 3.735  -0.05
O 4.194 1.077 4.180  -0.72
C 3.146 0.517 1.467  -0.52
Se 2.216 0.216 -0.288  -0.23
C 1.507 0.479 3.419  -0.55
Se -0.331 -0.155 3.054  -0.11
H 1.683 -3.209 3.467  0.48
H 1.645 -1.758 1.584  0.18
H 3.275 -2.229 2.139  0.17
H 4.730 -0.719 3.289  0.17
H 3.558 -0.779 4.617  0.20
H 4.884 1.463 3.629  0.47
H 4.169 0.220 1.226  0.23
H 3.141 1.596 1.651  0.21
H 1.532 1.558 3.229  0.22
H 1.600 0.335 4.499  0.25
C -2.988 -4.334 -2.164  -0.67
C -2.907 -2.891 -2.486  0.32
C -2.952 -2.350 -3.751  -0.31
C -2.827 -0.954 -3.897  0.36
N -2.651 -0.170 -2.842  -0.47
C -2.658 -0.681 -1.632  0.31
S -2.661 0.298 -0.239  -0.19
N -2.780 -2.033 -1.448  -0.51
C -2.927 -0.283 -5.211  -0.67
H -3.057 -4.934 -3.066  0.25
H -3.859 -4.529 -1.538  0.25
H -2.104 -4.641 -1.602  0.25
H -3.085 -2.980 -4.613  0.25
H -2.828 -2.368 -0.488  0.45
H -3.006 -0.989 -6.031  0.23
H -2.076 0.377 -5.369  0.26
H -3.810 0.358 -5.193  0.26
I -2.028 6.642 -0.355  0.23
C -0.849 4.924 -0.324  -0.29
C 0.528 4.861 -0.216  -0.03
N 0.851 3.559 -0.207  -0.32
N -0.234 2.788 -0.323  -0.33
C -1.279 3.596 -0.386  -0.03
H 1.254 5.645 -0.135  0.25
H 1.773 3.137 -0.241  0.44
H -2.276 3.209 -0.484  0.25

---

The following is a quantum chemistry calculation of a molecular structure, C14H21IrN5O6S3 at a distorted geometry, from OMol25.

Computed properties:
Gap between HOMO and LUMO (alpha / beta) = 5.00 / 4.90 eV
Total charge = +2
2S+1 = 2

Last column: Löwdin spin population.
Cartesian coordinates (Å):
Ir -0.309 0.575 0.459  0.65
N -1.265 -1.466 0.576  -0.03
C -2.417 -1.585 -0.316  0.00
C -3.244 -0.327 -0.179  0.00
N -2.413 0.856 -0.428  -0.06
C -2.334 1.401 -1.787  0.00
C -1.166 0.790 -2.527  0.00
N 0.038 1.012 -1.728  -0.03
H -0.594 -2.224 0.440  0.00
H -1.556 -1.463 1.554  0.00
H -3.031 -2.451 -0.058  0.00
H -2.053 -1.715 -1.336  0.00
H -3.624 -0.252 0.840  0.00
H -4.089 -0.368 -0.868  0.00
H -2.659 1.596 0.228  0.00
H -2.184 2.478 -1.700  0.00
H -3.256 1.218 -2.342  0.00
H -1.081 1.252 -3.514  0.00
H -1.300 -0.284 -2.660  0.00
H 0.267 2.005 -1.675  0.00
H 0.845 0.512 -2.106  0.00
O -1.558 0.974 2.300  0.10
S -0.428 0.674 3.231  0.00
O -0.823 0.020 4.426  0.03
O 0.573 -0.056 2.409  0.11
C 0.299 2.260 3.695  0.00
C 0.321 2.493 5.063  0.00
C 0.854 3.687 5.531  0.00
C 1.346 4.631 4.651  0.00
C 1.317 4.405 3.281  0.00
C 0.794 3.207 2.811  0.00
S 0.813 3.053 1.013  0.00
O -0.601 2.812 0.589  0.10
O 1.375 4.244 0.487  0.04
O 1.543 1.803 0.674  0.11
H -0.084 1.745 5.728  0.00
H 0.879 3.863 6.598  0.00
H 1.762 5.561 5.016  0.00
H 1.681 5.132 2.571  0.00
S 0.751 -2.289 -2.128  0.00
C -0.208 -2.963 -3.343  0.00
N 0.327 -3.922 -4.161  0.00
C -0.374 -4.497 -5.156  0.00
C -1.669 -4.127 -5.368  0.00
C -2.189 -3.149 -4.510  0.00
N -1.490 -2.586 -3.541  0.00
H 1.288 -4.197 -3.996  0.00
H 0.130 -5.242 -5.756  0.00
H -2.261 -4.565 -6.156  0.00
H -3.212 -2.807 -4.614  0.00

---

The following is a quantum chemistry calculation of a molecular structure, C14H21N3O3PPdS3, from OMol25.

Computed properties:
Gap between HOMO and LUMO = 7.70 eV
Total charge = -1

Last column: natural (NBO) charge in e.
Cartesian coordinates (Å):
Pd -1.732 0.495 -0.498  0.64
N -4.223 -2.493 -2.382  -0.81
C -3.338 -1.496 -2.011  0.25
S -3.558 -0.815 -0.425  -0.17
N -2.421 -1.177 -2.864  -0.44
N -1.559 -0.195 -2.389  -0.31
C -0.774 0.306 -3.274  0.14
C 0.226 1.327 -3.085  -0.26
C 0.933 1.723 -4.234  -0.14
C 1.906 2.693 -4.203  -0.31
C 2.192 3.304 -2.973  -0.20
C 1.524 2.945 -1.831  -0.26
C 0.513 1.943 -1.830  0.40
O -0.053 1.654 -0.711  -0.73
H -5.117 -2.452 -1.921  0.38
H -4.269 -2.645 -3.377  0.38
H -0.885 -0.096 -4.280  0.18
H 0.689 1.235 -5.172  0.20
H 2.432 2.981 -5.103  0.20
H 2.952 4.077 -2.921  0.20
H 1.744 3.420 -0.883  0.21
C 2.708 0.332 1.606  -0.62
C 1.552 0.769 2.485  0.11
C 1.252 2.249 2.339  -0.66
O 0.443 -0.053 2.071  -0.87
P -1.021 0.010 2.738  1.69
S -0.962 0.367 4.653  -0.69
S -2.162 1.285 1.661  -0.50
O -1.573 -1.435 2.340  -0.85
C -0.858 -2.684 2.277  0.13
C -0.197 -2.835 0.916  -0.64
C 0.103 -2.892 3.434  -0.64
H 3.594 0.933 1.819  0.20
H 2.432 0.469 0.558  0.23
H 2.950 -0.719 1.772  0.20
H 1.751 0.535 3.536  0.19
H 0.950 2.463 1.313  0.24
H 2.146 2.823 2.593  0.19
H 0.446 2.549 3.008  0.24
H -1.660 -3.422 2.358  0.18
H 0.694 -2.212 0.844  0.22
H -0.894 -2.534 0.134  0.23
H 0.083 -3.879 0.756  0.20
H 0.923 -2.175 3.397  0.22
H 0.521 -3.899 3.366  0.20
H -0.405 -2.778 4.391  0.23

---

The following is a quantum chemistry calculation of 3 unconnected molecules or ions with the total composition C14H21N3O8 at a distorted geometry, from OMol25.

Computed properties:
SMILES = CC(C)CN(OC(=O)c1ccccc1)C(=O)O.C[N+](=O)[O-].C[N+](=O)[O-]
Gap between HOMO and LUMO = 8.28 eV

Last column: natural (NBO) charge in e.
Cartesian coordinates (Å):
C 4.241 -0.325 -0.474  -0.64
C 2.871 0.363 -1.068  -0.22
C 3.373 1.612 -2.058  -0.65
C 1.922 -0.666 -1.945  -0.27
N 0.488 -0.195 -1.878  -0.20
O -0.041 -0.065 -3.114  -0.35
C -0.152 1.353 -3.493  0.75
O 0.337 1.686 -4.714  -0.53
C -0.777 2.550 -2.519  -0.16
C -0.289 2.822 -0.962  -0.21
C -0.862 4.018 0.013  -0.24
C -2.022 5.034 -0.562  -0.21
C -2.551 4.781 -2.103  -0.23
C -1.974 3.565 -3.095  -0.17
C -0.379 -1.039 -0.973  0.88
O 0.027 -1.982 -0.120  -0.59
O -1.848 -0.732 -1.010  -0.72
H 4.185 -0.287 0.711  0.22
H 5.190 0.338 -0.768  0.22
H 4.398 -1.408 -0.885  0.22
H 2.262 0.768 -0.139  0.21
H 4.341 1.288 -2.672  0.22
H 3.632 2.590 -1.453  0.23
H 2.556 1.892 -2.858  0.22
H 2.264 -0.521 -3.079  0.24
H 2.091 -1.798 -1.704  0.24
H 0.555 2.097 -0.544  0.24
H -0.371 4.092 1.098  0.25
H -2.426 5.879 0.151  0.25
H -3.406 5.502 -2.513  0.24
H -2.385 3.429 -4.198  0.26
H -2.068 -0.387 -0.073  0.51
C 0.013 -2.458 2.809  -0.49
N -0.028 -2.061 4.242  0.52
O 0.501 -0.986 4.547  -0.38
O -0.591 -2.840 5.020  -0.40
H 0.535 -1.683 2.243  0.24
H 0.548 -3.408 2.745  0.24
H -1.018 -2.558 2.464  0.26
C -3.793 -4.229 3.986  -0.48
N -2.682 -4.447 3.021  0.53
O -1.939 -5.414 3.223  -0.35
O -2.588 -3.641 2.088  -0.40
H -3.755 -5.008 4.751  0.24
H -3.653 -3.243 4.434  0.24
H -4.730 -4.282 3.428  0.23

---

The following is a quantum chemistry calculation of 7 unconnected molecules or ions with the total composition C14H21N7 at a distorted geometry, from OMol25.

Computed properties:
SMILES = CC#N.CC#N.CC#N.CC#N.CC#N.CC#N.CC#N
Gap between HOMO and LUMO = 11.82 eV

Last column: natural (NBO) charge in e.
Cartesian coordinates (Å):
C 2.487 -1.656 -6.027  -0.73
C 1.586 -1.715 -4.874  0.34
N 0.863 -1.718 -3.984  -0.40
H 2.102 -0.858 -6.606  0.25
H 2.471 -2.630 -6.539  0.25
H 3.515 -1.502 -5.713  0.29
C 0.498 0.032 -1.677  -0.74
C -0.104 0.346 -0.411  0.30
N -0.712 0.455 0.547  -0.36
H 1.575 0.259 -1.643  0.24
H 0.033 0.669 -2.472  0.26
H 0.314 -1.004 -1.928  0.30
C -5.544 -2.620 0.905  -0.74
C -5.031 -2.075 -0.326  0.29
N -4.535 -1.503 -1.193  -0.33
H -4.721 -2.891 1.555  0.26
H -6.131 -3.543 0.889  0.25
H -6.191 -1.985 1.475  0.26
C -3.717 2.010 2.279  -0.74
C -3.870 0.965 3.240  0.32
N -4.018 0.193 4.087  -0.38
H -3.962 1.705 1.269  0.26
H -2.691 2.364 2.340  0.29
H -4.409 2.823 2.661  0.26
C 2.280 2.209 0.691  -0.75
C 3.388 1.414 1.189  0.30
N 4.249 0.747 1.602  -0.35
H 2.133 2.977 1.407  0.27
H 1.394 1.629 0.697  0.27
H 2.300 2.747 -0.294  0.26
C -0.860 0.457 5.038  -0.74
C -0.784 1.782 4.465  0.32
N -0.864 2.837 4.006  -0.37
H 0.129 -0.002 5.225  0.25
H -1.450 -0.183 4.302  0.28
H -1.447 0.470 5.944  0.26
C 4.971 -0.478 -1.540  -0.74
C 4.883 -0.597 -2.967  0.32
N 4.814 -0.590 -4.125  -0.38
H 5.873 -0.992 -1.172  0.27
H 4.264 -1.141 -1.062  0.27
H 4.920 0.595 -1.261  0.27

---

The following is a quantum chemistry calculation of 7 unconnected molecules or ions with the total composition C14H21N7 at a distorted geometry, from OMol25.

Computed properties:
SMILES = CC#N.CC#N.CC#N.CC#N.CC#N.CC#N.CC#N
Gap between HOMO and LUMO = 11.48 eV

Last column: natural (NBO) charge in e.
Cartesian coordinates (Å):
C -2.174 4.275 0.868  -0.72
C -2.135 5.677 1.250  0.28
N -2.094 6.790 1.512  -0.32
H -2.260 4.137 -0.207  0.25
H -3.021 3.767 1.329  0.26
H -1.260 3.807 1.236  0.24
C -3.885 -2.534 0.828  -0.72
C -4.383 -2.656 2.192  0.28
N -4.774 -2.732 3.267  -0.32
H -4.196 -3.419 0.279  0.25
H -2.817 -2.333 0.836  0.24
H -4.360 -1.656 0.383  0.26
C 3.495 1.013 -1.371  -0.73
C 3.924 2.392 -1.548  0.28
N 4.226 3.491 -1.632  -0.31
H 3.080 0.912 -0.370  0.26
H 4.319 0.310 -1.486  0.25
H 2.725 0.672 -2.062  0.25
C -0.228 0.258 -0.241  -0.73
C 0.879 -0.224 0.589  0.31
N 1.743 -0.610 1.241  -0.37
H -0.332 1.317 0.005  0.26
H -1.144 -0.248 0.047  0.27
H -0.008 0.103 -1.290  0.26
C 5.024 -0.362 1.820  -0.72
C 5.193 -1.377 2.854  0.29
N 5.313 -2.189 3.655  -0.33
H 4.217 0.288 2.175  0.26
H 4.820 -0.704 0.820  0.25
H 5.882 0.308 1.936  0.26
C 0.654 -3.766 -0.281  -0.74
C -0.267 -2.967 -1.079  0.33
N -0.949 -2.347 -1.762  -0.39
H 0.138 -4.344 0.485  0.26
H 1.347 -3.092 0.223  0.28
H 1.153 -4.480 -0.934  0.26
C -2.757 0.228 -2.995  -0.72
C -3.382 0.793 -1.789  0.30
N -3.903 1.245 -0.870  -0.35
H -3.045 0.825 -3.858  0.26
H -3.087 -0.802 -3.104  0.27
H -1.672 0.231 -2.953  0.25

---

The following is a quantum chemistry calculation of 2 unconnected molecules or ions with the total composition C14H21Si at a distorted geometry, from OMol25.

Computed properties:
Gap between HOMO and LUMO = 7.51 eV
Total charge = +1

Last column: natural (NBO) charge in e.
Cartesian coordinates (Å):
C -2.312 2.669 -0.690  -1.12
Si -0.537 2.160 -0.347  1.50
C 0.529 2.619 -1.820  -1.12
C 0.084 3.059 1.178  -1.12
H -0.439 0.491 -0.094  -0.21
H -2.347 3.753 -0.860  0.26
H -2.698 2.160 -1.583  0.24
H -2.962 2.428 0.162  0.24
H 0.483 3.703 -1.977  0.26
H 1.575 2.331 -1.645  0.25
H 0.172 2.114 -2.728  0.25
H 0.045 4.141 1.001  0.26
H -0.538 2.821 2.051  0.24
H 1.123 2.774 1.396  0.25
C -1.246 -1.483 1.424  -0.50
C -2.737 -1.494 0.944  -0.47
C -2.613 -1.758 -0.532  0.05
C -1.296 -1.802 -0.935  -0.32
C -0.433 -1.415 0.149  0.31
C 1.006 -1.696 0.161  -0.10
C 1.686 -2.095 -1.016  -0.15
C 3.072 -2.107 -1.066  -0.21
C 3.833 -1.759 0.066  -0.12
C 3.165 -1.449 1.263  -0.21
C 1.781 -1.449 1.323  -0.15
H -1.015 -0.644 2.082  0.26
H -1.056 -2.407 2.001  0.27
H -3.308 -2.260 1.478  0.26
H -3.213 -0.523 1.160  0.26
H -3.488 -1.884 -1.170  0.24
H -0.936 -2.010 -1.938  0.25
H 1.103 -2.403 -1.893  0.22
H 3.578 -2.389 -1.994  0.24
H 4.919 -1.744 0.015  0.24
H 3.748 -1.206 2.158  0.24
H 1.270 -1.244 2.274  0.23

---

The following is a quantum chemistry calculation of a molecular structure, C14H22Br21INP at a distorted geometry, from OMol25.

Computed properties:
Gap between HOMO and LUMO = 6.94 eV

Last column: natural (NBO) charge in e.
Cartesian coordinates (Å):
C 0.005 -2.670 2.071  -0.47
C -1.077 -1.770 1.520  -0.19
C -2.572 -2.452 1.297  -0.78
P -3.772 -1.385 0.259  0.73
C -4.440 0.126 1.218  -0.54
N -3.782 1.448 0.866  -0.85
C -5.290 -2.515 -0.069  -0.71
C -6.437 -2.476 1.102  -0.45
C -5.880 -2.679 2.630  -0.54
I -5.333 -4.765 3.122  0.07
H 0.401 -2.596 3.179  0.22
H 0.494 -3.468 1.347  0.21
H -0.890 -0.655 1.216  0.21
H -3.003 -2.822 2.328  0.24
H -2.372 -3.443 0.662  0.26
H -4.426 0.022 2.386  0.19
H -5.585 0.240 0.905  0.22
H -3.072 1.596 1.644  0.35
H -4.529 2.172 1.097  0.36
H -4.864 -3.591 -0.304  0.25
H -5.806 -2.082 -1.053  0.25
H -7.194 -3.377 0.903  0.23
H -7.072 -1.490 1.041  0.22
H -4.948 -2.030 2.913  0.23
H -6.758 -2.321 3.356  0.24
C 0.673 1.823 -0.584  -0.50
Br 1.884 1.028 -1.882  0.07
Br -0.957 0.782 -0.383  0.16
Br 1.548 2.137 1.125  0.07
H 0.381 2.802 -0.978  0.23
C -0.752 2.616 -4.283  -0.49
Br -2.615 2.268 -4.721  0.10
Br 0.336 2.845 -5.879  0.09
Br -0.564 4.115 -3.057  0.07
H -0.375 1.729 -3.763  0.23
C -1.315 4.421 3.153  -0.49
Br -2.059 2.642 3.408  0.09
Br -2.675 5.706 2.620  0.09
Br -0.324 5.022 4.716  0.10
H -0.598 4.353 2.328  0.23
C 5.466 2.981 -1.907  -0.49
Br 5.859 2.408 -3.724  0.08
Br 7.060 3.612 -0.987  0.09
Br 4.032 4.294 -1.855  0.08
H 5.112 2.099 -1.364  0.23
C 3.526 -4.681 -0.188  -0.49
Br 2.841 -6.105 -1.322  0.09
Br 2.763 -2.953 -0.655  0.09
Br 3.296 -5.086 1.701  0.09
H 4.603 -4.615 -0.372  0.23
C 7.330 7.008 1.392  -0.49
Br 6.321 6.241 2.869  0.09
Br 9.042 6.117 1.145  0.08
Br 6.290 7.046 -0.252  0.10
H 7.546 8.048 1.658  0.23
C 4.988 -5.518 -4.805  -0.49
Br 4.033 -3.869 -4.418  0.09
Br 5.964 -6.170 -3.254  0.08
Br 3.812 -6.880 -5.545  0.09
H 5.731 -5.284 -5.575  0.23